Record 1
Below is the ion C5H12NO with charge -1, with properties calculated with ωB97M-V with the def2-TZVPD basis set.

Geometry (Å):
C  -0.635166  -2.636879  1.136036
O  -0.034061  -3.744473  0.640395
C  0.372214  -1.507371  0.943215
C  0.001675  -0.072084  1.088889
C  -0.620420  0.609383  -0.186595
C  0.488331  2.847866  -1.798867
N  0.464279  1.502852  -0.981377
H  -0.944090  -2.843931  2.187048
H  -1.509032  -2.348684  0.596299
H  1.243331  -1.895083  1.524548
H  0.714976  -1.654726  -0.148041
H  0.811148  0.603737  1.418361
H  -0.848102  -0.023691  1.791008
H  -1.059818  -0.155025  -0.923130
H  -1.367202  1.399205  0.049744
H  -0.198773  2.875094  -2.748230
H  0.609532  3.530854  -0.928190
H  1.437764  2.808566  -2.370125
H  1.073419  0.704391  -1.290984

Atoms 1-2, force components in eV/Å:
1.4288 -1.2449 -0.2490
-0.2793 -0.7415 -0.1441

structure (SMILES)	CNCCCC[O-]
spin multiplicity	1
energy above the lowest of the compared OMol25 structures with the same formula, charge and spin	3.110	eV
LUMO energy	3.3	eV
total charge	-1

Results of the Mulliken charge analysis, in e, for atoms 1 through 6: -0.496 -0.916 -0.436 -0.471 -0.589 -0.848


Record 2
Below is an isolated molecule of C2H2BrClO, with properties calculated with ωB97M-V with the def2-TZVPD basis set.

Geometry (Å):
C  1.291075  1.510363  -0.186262
C  0.366547  -0.145656  -0.102918
O  0.761488  2.538384  -0.396163
Cl  2.978885  1.355875  0.187471
Br  1.737487  -1.474145  -0.078123
H  -0.218041  -0.221536  0.843318
H  -0.260484  -0.313754  -1.031806

Atoms 1-2, force components in eV/Å:
2.8464 -8.1955 0.4427
0.2234 0.9017 -0.1996

spin multiplicity	3
energy above the lowest of the compared OMol25 structures with the same formula, charge and spin	1.011	eV
LUMO energy (alpha / beta)	0.6 / -3.6	eV

Results of the Mulliken charge analysis, in e, for atoms 1 through 6: 0.269 -0.413 -0.300 -0.146 -0.015 0.305


Record 3
Below is a cluster of 4 separate species, C8H24O4S4 in total, with properties calculated with ωB97M-V with the def2-TZVPD basis set.

Geometry (Å):
C  4.461011  3.883511  3.252981
S  4.479821  2.352746  4.260884
O  3.720886  2.699281  5.531860
C  3.244293  1.496977  3.175325
H  3.602027  4.110165  2.621402
H  5.240943  3.631401  2.534486
H  4.628307  4.738630  3.907877
H  3.476540  1.483197  2.110451
H  2.282708  2.005250  3.246804
H  3.386343  0.462792  3.488992
C  1.184993  -2.780848  -0.734911
S  0.148369  -1.242123  -0.375431
O  0.900804  -0.159058  -1.093748
C  -1.342462  -1.704225  -1.384111
H  0.677339  -3.664497  -0.348180
H  2.213334  -2.717495  -0.379096
H  1.250991  -2.814981  -1.822381
H  -0.970642  -1.885631  -2.392542
H  -2.080795  -0.903662  -1.429383
H  -1.732933  -2.641668  -0.988088
C  0.032822  6.626801  -2.796622
S  0.383775  6.573241  -1.065741
O  -0.908082  6.944415  -0.300387
C  0.385440  4.692902  -0.945581
H  0.913896  6.350102  -3.375633
H  -0.088229  7.665079  -3.105549
H  -0.888179  6.087624  -3.018270
H  0.582787  4.345263  0.068474
H  1.127841  4.330515  -1.656642
H  -0.593210  4.295198  -1.214233
C  -5.243351  -6.123071  -1.179487
S  -3.623985  -7.008641  -1.310422
O  -2.781970  -6.242491  -2.304573
C  -2.990615  -6.772867  0.396333
H  -5.687056  -6.456346  -2.117652
H  -5.010494  -5.059339  -1.228062
H  -5.802715  -6.411434  -0.289520
H  -3.756016  -6.829241  1.170339
H  -2.562905  -5.784557  0.564819
H  -2.261633  -7.572914  0.525220

Atoms 1-2, force components in eV/Å:
0.4485 -0.4437 -0.3481
-2.5581 1.5027 0.3104

spin multiplicity	1
energy above the lowest of the compared OMol25 structures with the same formula, charge and spin	1.485	eV
LUMO energy	0.4	eV

Results of the Mulliken charge analysis, in e, for atoms 1 through 6: -0.822 0.468 -0.612 -0.927 0.229 0.333


Record 4
Below is a structure of composition C35H28BrFIMgN6O6SSe2, with properties calculated with ωB97M-V with the def2-TZVPD basis set.

Geometry (Å):
Mg  1.206295  -0.095710  0.455393
Br  -0.369772  1.439125  4.324587
C  0.844052  2.366996  3.193285
C  1.542566  3.418312  3.763505
C  2.348029  4.168964  2.923332
C  2.380144  3.849100  1.577862
C  1.670365  2.738517  1.125085
N  0.928880  1.998068  1.938129
C  1.741301  2.326590  -0.350012
O  1.414064  3.170855  -1.171252
O  2.211457  1.183815  -0.537118
H  1.441908  3.631194  4.815507
H  2.911349  5.003691  3.316408
H  2.947948  4.435407  0.872359
Se  1.615682  -1.569066  4.718718
Se  1.180484  -2.768758  2.834667
C  -0.523515  -2.070011  2.296942
C  -1.572264  -2.962336  2.124061
C  -2.806530  -2.442078  1.776266
C  -2.936355  -1.066146  1.655435
C  -1.819053  -0.272418  1.871194
N  -0.628717  -0.767859  2.166284
C  3.081321  -0.435166  4.167701
C  4.197196  -0.336212  4.990526
C  5.279085  0.386922  4.528663
C  5.210033  0.967064  3.268765
C  4.035502  0.833836  2.544849
N  2.992718  0.155182  2.997533
H  -1.406654  -4.021929  2.279684
H  -3.654156  -3.097513  1.627041
H  -3.882806  -0.613145  1.400258
H  -1.898350  0.802442  1.821291
H  4.197406  -0.843346  5.943323
H  6.175014  0.468887  5.126531
H  6.052745  1.501661  2.860763
H  3.917224  1.261325  1.558357
I  4.408454  -1.213333  -0.994937
C  2.861871  -1.538005  0.505941
H  3.468775  -1.642393  1.404397
H  2.515379  -2.542138  0.251237
N  0.053151  -1.718700  -0.427368
S  0.897859  -2.127849  -1.677625
C  0.528049  -1.056294  -3.080585
C  1.604025  -0.405622  -3.657536
C  1.390122  0.439755  -4.730463
C  0.105379  0.635468  -5.208067
C  -0.965383  -0.014749  -4.616656
C  -0.761170  -0.867647  -3.545396
C  0.065155  -3.643483  -2.284672
C  0.316062  -4.180428  -3.535347
C  -0.197285  -5.427518  -3.849861
C  -0.942686  -6.132134  -2.918498
C  -1.186806  -5.591229  -1.667102
C  -0.674829  -4.347613  -1.349521
H  -0.881406  -1.409047  -0.672445
H  2.595357  -0.556798  -3.260493
H  2.230750  0.937967  -5.186013
H  -0.059602  1.300028  -6.043869
H  -1.966650  0.138796  -4.990399
H  -1.597341  -1.363192  -3.074036
H  0.907761  -3.628619  -4.251243
H  -0.001360  -5.855763  -4.821325
H  -1.330459  -7.108466  -3.166800
H  -1.758643  -6.140783  -0.933692
H  -0.827097  -3.904452  -0.374189
F  -5.538582  3.008742  -3.338930
C  -5.047813  3.048825  -2.076966
C  -3.712648  2.948779  -1.871010
N  -3.167732  3.046099  -0.635759
C  -1.762755  2.795978  -0.468849
C  -1.439055  1.268322  -0.729945
O  -2.278847  0.611027  -1.336765
O  -0.350082  0.913981  -0.264790
C  -3.962241  3.115168  0.491459
O  -3.527849  3.115907  1.621362
N  -5.312022  3.221299  0.238414
C  -5.980238  3.221177  -0.986211
O  -7.184630  3.360317  -1.034896
H  -3.024637  2.811394  -2.691547
H  -1.470819  3.058170  0.547470
H  -1.166044  3.371829  -1.177005
H  -5.896033  3.300963  1.064606

Atoms 1-2, force components in eV/Å:
-0.5019 -0.8217 0.7785
0.0136 0.2689 0.2101

spin multiplicity	1
energy above the lowest of the compared OMol25 structures with the same formula, charge and spin	0.432	eV
LUMO energy	2.1	eV
total charge	-1

Results of the Mulliken charge analysis, in e, for atoms 1 through 6: 3.210 -0.063 -0.069 -0.761 -0.704 -0.590